No. 1
Below is a gas-phase ion, C3H2I2N2O (charge +2), with properties calculated with ωB97M-V with the def2-TZVPD basis set.

Cartesian coordinates (Å):
I1 -0.88062 3.04790 0.05668
I2 2.71116 -1.76673 -0.00946
O1 1.77311 1.37897 0.01638
N1 -1.35707 0.09671 0.01305
N2 0.84804 0.61514 0.10589
C1 0.86306 -0.81841 0.08008
C2 -0.51279 1.04829 0.09007
C3 -0.32856 -1.35861 -0.04980
H1 -2.32446 0.11023 -0.35272
H2 -0.79186 -2.35350 0.04983

Forces on atoms 1 to 3 (eV/Å):
I -0.05 -0.37 0.07
I -0.95 0.31 0.12
O 1.12 0.12 0.21

SMILES   O=[N+]1C(I)=C[NH+]=C1I
HOMO-LUMO gap (spin up / spin down)   4.6 / 7.4 eV
ΔE to the lowest compared entry with this formula, charge and spin   0.962 eV
Net charge   +2
Electronic energy   -24347.1180 eV

No. 2
Below is a molecular structure, C13H20N2O2RuSi, with properties calculated with ωB97M-V with the def2-TZVPD basis set.

Cartesian coordinates (Å):
Ru1 1.14607 0.87131 0.03108
Si1 1.47052 -2.73624 -0.33085
O1 3.14971 1.01994 0.08435
O2 1.28076 -1.13713 -0.16306
N1 4.94906 2.33772 0.22608
N2 -0.80434 0.92674 -0.02472
C1 2.16846 -3.23623 -1.93852
C2 -5.48282 -0.00176 -0.46494
C3 -0.10905 -3.62479 0.17013
C4 2.71821 3.27963 0.64169
C5 -4.00073 2.17593 0.48478
C6 -5.37922 2.22373 0.49369
C7 -3.36986 1.02373 -0.00266
C8 -4.10588 -0.07045 -0.47960
C9 2.67372 -3.24791 1.13434
C10 -6.11291 1.14005 0.02061
C11 1.37042 2.91404 0.01521
C12 3.65992 2.18015 0.30251
C13 -1.95802 0.96087 -0.01698
H1 -0.45438 -3.30852 1.15263
H2 2.64021 3.30503 1.73230
H3 3.61126 -2.73576 0.92031
H4 -7.19439 1.18644 0.02918
H5 -3.41307 3.00888 0.84692
H6 -5.88588 3.10267 0.86720
H7 3.12723 -2.74726 -2.12225
H8 2.22787 -2.94367 2.07742
H9 3.09984 4.25213 0.32739
H10 5.54549 1.55073 0.00576
H11 2.31899 -4.31750 -1.97916
H12 5.38125 3.23341 0.39819
H13 -0.84672 -3.38387 -0.59891
H14 2.74418 -4.33174 1.02980
H15 -3.59614 -0.94658 -0.85827
H16 0.10265 -4.69538 0.17000
H17 1.47787 -2.95278 -2.73695
H18 1.38124 3.09951 -1.06693
H19 -6.06952 -0.83259 -0.83235
H20 0.53799 3.45755 0.45458

Forces on atoms 1 to 3 (eV/Å):
Ru 1.23 0.21 0.15
Si -0.51 0.29 -0.16
O 0.03 0.23 0.07

<S²>   6.030
HOMO-LUMO gap (spin up / spin down)   9.5 / 5.3 eV
Spin multiplicity   5
ΔE to the lowest compared entry with this formula, charge and spin   0.000 eV
Net charge   +2
Electronic energy   -31324.1730 eV

No. 3
Below is a gas-phase ion, C7H15IO2P (charge +1), with properties calculated with ωB97M-V with the def2-TZVPD basis set.

Cartesian coordinates (Å):
I1 -0.28225 2.80871 -2.77723
P1 1.98193 0.40055 -0.03410
O1 2.51397 1.90705 -2.72039
O2 -2.01120 -0.42305 1.53700
C1 1.60093 2.18459 -2.02652
C2 1.69776 2.11945 -0.49698
C3 -1.10480 -2.30707 0.35175
C4 -1.68052 0.93164 1.35917
C5 0.66081 -0.69233 -0.57408
C6 0.33517 -1.80182 0.44651
C7 -2.16205 -1.21629 0.37379
H1 0.51350 -1.44768 1.46684
H2 0.98127 -1.10889 -1.53425
H3 -2.19890 1.52759 2.11059
H4 2.56121 2.71346 -0.17965
H5 2.13319 0.34332 1.35195
H6 -3.15220 -1.67985 0.38252
H7 1.01942 -2.63724 0.27949
H8 -0.19867 -0.04241 -0.77160
H9 -1.97616 1.29862 0.36791
H10 -1.24207 -2.94091 -0.53025
H11 3.20696 0.01743 -0.57935
H12 -2.12239 -0.58193 -0.52309
H13 -1.27191 -2.94329 1.22531
H14 0.79329 2.47946 -0.00470
H15 -0.59629 1.09088 1.49935

Forces on atoms 1 to 3 (eV/Å):
I -0.02 -0.04 0.01
P 0.01 -0.04 0.00
O 0.28 -0.22 -0.19

HOMO-LUMO gap   9.4 eV
Net charge   +1
Electronic energy   -28978.7856 eV

No. 4
Below is a single C15H15ClN2O3S2 molecule, with properties calculated with ωB97M-V with the def2-TZVPD basis set.

Cartesian coordinates (Å):
Cl1 2.44898 -0.85674 -1.99242
S1 -0.52583 -0.86886 2.05849
S2 -2.07431 0.32608 4.33628
O1 -1.52048 -1.89525 1.99481
O2 1.11193 2.47932 -2.79671
O3 0.83599 -1.20702 1.76045
N1 -1.06515 0.42658 1.12708
N2 -0.16702 1.14708 -1.50285
C1 -1.78150 0.03985 -0.07183
C2 -0.56310 -0.12062 3.65758
C3 1.49199 -0.77213 -3.43501
C4 -0.82946 -0.12036 -1.25363
C5 -0.11689 0.37330 -4.78955
C6 0.84490 -1.68748 -5.54788
C7 -0.19437 2.11741 -0.42778
C8 0.06985 0.81347 5.66278
C9 1.60450 -1.76601 -4.39357
C10 0.62492 0.30013 -3.61778
C11 0.48644 0.19629 4.46405
C12 -0.01596 1.41675 0.91196
C13 0.56186 1.41197 -2.61070
C14 -1.28185 0.95070 5.72959
C15 -0.01385 -0.61941 -5.74807
H1 0.74508 1.13642 6.43387
H2 -0.05724 2.14679 1.72658
H3 0.95931 0.91616 0.93885
H4 -0.09651 -0.89791 -1.00219
H5 2.28390 -2.58815 -4.23392
H6 -0.77224 1.21783 -4.94158
H7 -1.37819 -0.43408 -2.14690
H8 1.50476 -0.01711 4.19729
H9 -2.27319 -0.90728 0.15122
H10 -1.86132 1.38134 6.52187
H11 0.62301 2.82076 -0.60514
H12 -1.13815 2.67476 -0.43972
H13 -2.54580 0.79253 -0.28684
H14 0.93126 -2.46109 -6.29557
H15 -0.59834 -0.55593 -6.65309

Forces on atoms 1 to 3 (eV/Å):
Cl 0.11 -0.06 0.04
S -0.02 0.47 0.33
S 0.26 0.16 0.36

SMILES   O=C(c1ccccc1Cl)N1CCN(S(=O)(=O)c2cccs2)CC1
HOMO-LUMO gap   9.7 eV
ΔE to the lowest compared entry with this formula, charge and spin   1.698 eV
Electronic energy   -59113.6796 eV

No. 5
Below is a molecular structure, C19H23FeNSb, with properties calculated with ωB97M-V with the def2-TZVPD basis set.

Cartesian coordinates (Å):
Sb1 0.10846 -0.35071 2.38563
Fe1 0.10385 -1.94397 0.31914
N1 1.88436 -2.16230 -1.02875
C1 -1.30502 -2.84513 3.78577
C2 -3.68403 -3.33470 3.72990
C3 -1.45611 2.70377 5.38779
C4 2.39350 -1.11174 4.55585
C5 -2.83953 -1.21626 2.84162
C6 -1.24565 1.51459 4.66946
C7 -3.93095 -2.09022 3.10643
C8 3.70579 -1.26322 5.02195
C9 -0.14868 1.42169 3.82047
C10 4.78779 -1.21247 4.14184
C11 2.12749 -0.88370 3.20921
C12 -2.37460 -3.69133 4.06037
C13 -0.54213 3.75500 5.28450
C14 -1.51674 2.33290 -0.04075
C15 0.60428 3.61236 4.49655
C16 0.81723 2.42656 3.77400
C17 -1.53373 -1.61698 3.17144
C18 4.55412 -1.01107 2.77105
C19 3.20945 -0.83646 2.30578
H1 -1.94893 0.68339 4.77361
H2 -2.34579 2.79500 6.01232
H3 -1.90379 2.25359 -1.13523
H4 1.72465 2.30781 3.17702
H5 -4.53592 -3.98355 3.92722
H6 -0.91641 -0.66469 0.11369
H7 1.61909 -2.31542 -2.00675
H8 -4.95843 -1.77461 2.81836
H9 1.33705 4.41346 4.41888
H10 -0.30495 -3.14139 4.03060
H11 3.91800 -1.41273 6.06751
H12 -0.72698 4.68779 5.81300
H13 5.39043 -0.96070 2.02833
H14 1.58348 -1.14885 5.25924
H15 -2.22051 -4.64829 4.53382
H16 -1.55784 3.50552 -0.06938
H17 -3.05425 -0.24065 2.34256
H18 5.83020 -1.31389 4.46965
H19 -2.37768 1.84480 0.45471
H20 2.07922 -3.05930 -0.53743
H21 3.07381 -0.62373 1.21756
H22 -0.59446 1.63145 0.03787
H23 2.70876 -1.52223 -0.97160

Forces on atoms 1 to 3 (eV/Å):
Sb 0.80 0.26 0.47
Fe 0.01 -0.02 -0.60
N 0.69 0.04 0.32

<S²>   6.040
HOMO-LUMO gap (spin up / spin down)   4.1 / 4.8 eV
Spin multiplicity   5
Net charge   -1
Electronic energy   -62485.6761 eV

No. 6
Below is a gas-phase ion, H3N2O5S2 (charge -1), with properties calculated with ωB97M-V with the def2-TZVPD basis set.

Cartesian coordinates (Å):
S1 0.35739 -0.37042 -1.26760
S2 0.37789 0.11901 1.59431
O1 -1.14594 -0.63665 1.48196
O2 1.20620 -0.69917 2.65714
O3 0.29403 1.59065 2.13436
O4 1.34879 -0.38294 -2.49557
O5 -0.16666 -1.82972 -1.13712
N1 -0.91244 0.78652 -1.71167
N2 1.28333 0.19134 0.10297
H1 -1.01190 -1.56571 1.88569
H2 -1.20041 1.34367 -0.85757
H3 -0.43029 1.45342 -2.38691

Forces on atoms 1 to 3 (eV/Å):
S 3.47 -4.22 -2.85
S 4.45 2.06 4.51
O 2.01 -0.39 0.73

SMILES   NS(=O)(=O)N=[S@@](=O)([O-])O
HOMO-LUMO gap   9.1 eV
Net charge   -1
Electronic energy   -34935.1138 eV

No. 7
Below is a molecular structure, ClZn, with properties calculated with ωB97M-V with the def2-TZVPD basis set.

Cartesian coordinates (Å):
Zn1 -0.62690 -0.90279 -0.42412
Cl1 0.62690 0.90279 0.42412

Cartesian forces, eV/Å:
Zn 0.82 1.18 0.55
Cl -0.82 -1.18 -0.55

<S²>   0.754
HOMO-LUMO gap (spin up / spin down)   9.0 / 8.2 eV
Spin multiplicity   2
ΔE to the lowest compared entry with this formula, charge and spin   0.168 eV
Electronic energy   -60939.9230 eV

No. 8
Below is 2 unconnected molecules or ions with the total composition C5H12O, with properties calculated with ωB97M-V with the def2-TZVPD basis set.

Cartesian coordinates (Å):
O1 1.80847 0.53172 1.38849
C1 -1.46003 -0.36140 -0.77774
C2 -0.69407 -1.41794 -0.03079
C3 -1.97755 0.74192 0.14976
C4 0.54538 -1.81313 -0.31906
C5 2.20866 1.31112 0.28594
H1 1.09478 -1.38532 -1.15688
H2 -1.14945 1.23916 0.66851
H3 -1.21255 -1.87626 0.81410
H4 1.08380 -0.03946 1.09964
H5 1.05457 -2.58097 0.25726
H6 1.59066 2.21464 0.16848
H7 -2.31155 -0.83146 -1.28904
H8 3.24343 1.62232 0.45946
H9 -0.82038 0.06691 -1.55969
H10 -2.53539 1.49948 -0.41022
H11 2.18121 0.74816 -0.65954
H12 -2.64998 0.33052 0.91132

Forces on atoms 1 to 3 (eV/Å):
O -0.20 -0.15 0.05
C 0.03 -0.02 -0.06
C 0.17 -0.07 -0.04

SMILES   C=CCC.CO
HOMO-LUMO gap   11.1 eV
ΔE to the lowest compared entry with this formula, charge and spin   1.287 eV
Electronic energy   -7426.0242 eV